(i)
13
Properties=species:S:1:pos:R:3:nbo_charge:R:1 method="wB97M-V/def2-TZVPD" homo_lumo_gap_ev=9.60 total_charge=+1 e_lumo_ev=-4.523 mol_weight_g_mol=108.1 homo_energy_ev=-14.122
C -1.599 0.412 0.313 0.324
C 0.544 0.934 0.660 -0.384
N 1.147 -1.516 -0.700 -1.012
O -1.099 0.381 -0.996 -0.782
O -0.588 0.227 1.116 -0.491
P 0.504 0.451 -1.225 1.286
H -1.979 1.942 0.450 0.045
H -2.481 -0.020 0.437 0.209
H 1.499 0.544 1.138 0.241
H 0.294 1.984 0.544 0.240
H 0.472 -2.399 -0.860 0.468
H 2.055 -1.641 -1.162 0.435
H 1.232 -1.298 0.285 0.420

---

(ii)
13
Properties=species:S:1:pos:R:3:nbo_charge:R:1 method="wB97M-V/def2-TZVPD" homo_lumo_gap_ev=8.12 total_charge=+1 e_lumo_ev=-5.468 mol_weight_g_mol=108.1 homo_energy_ev=-13.592
C -0.690 -1.109 0.933 -0.644
C 0.286 0.316 -0.087 0.098
N -0.778 0.640 -1.081 -0.724
O 2.852 -0.038 0.092 -0.938
O 0.505 1.380 0.617 -0.696
P 1.917 -0.524 -0.884 1.339
H -0.368 -1.140 1.978 0.251
H -0.229 -2.067 0.364 0.216
H -1.752 -0.968 0.688 0.198
H -1.101 1.620 -0.896 0.465
H -0.381 0.696 -1.993 0.435
H -1.514 -0.066 -0.933 0.466
H 1.254 1.259 1.204 0.533

---

Preferred: (ii); penalty for the next structure: 0.0068 hartree.